Record 1
This record from the Open Molecules 2025 dataset describes a molecular structure, C36H39N9NaO5S2. The level of theory is ωB97M-V/def2-TZVPD.

* LUMO: 2.0165 eV
* HOMO energy: -4.363 eV
* M: 764.9 Da
* frontier orbital gap: 0.234 Eh
* energy relative to the best compared isomer or geometry (same formula, charge and spin): 1.051 eV

```
! RIJCOSX wB97M-V def2-TZVPD def2/J DEFGRID3
* xyz -1 1
H 2.734 4.212 3.314
C 5.595 0.691 -1.650
C -0.951 -2.900 2.326
C 0.694 -3.020 -1.804
N -2.959 0.387 -0.946
H 1.489 -0.286 0.849
H -2.112 0.922 -2.720
H 4.957 0.580 2.762
H 2.811 -4.652 0.982
H -0.332 3.658 -4.783
H -1.873 4.786 -3.303
N -1.059 -4.161 1.580
H 6.608 1.046 -1.799
H -0.565 2.087 -3.962
N 0.619 3.449 -2.913
H 1.408 -6.072 -0.498
C 1.610 2.402 3.064
H -0.163 -4.573 1.365
H 2.871 -2.217 0.646
C -2.876 3.632 2.472
Na -0.849 1.297 0.152
C 2.985 -0.226 -1.268
H 3.522 -1.814 -2.603
C -3.976 -0.191 -0.328
N -6.914 -1.983 0.283
N 1.627 1.078 2.860
H 5.034 2.311 -0.355
C -1.380 -1.730 1.442
C 4.015 2.508 3.046
C -1.991 -5.059 2.273
H -2.596 3.170 -3.201
H 1.840 1.802 -3.345
H -4.006 0.065 -4.122
H -2.325 -2.098 3.821
O -0.062 0.792 -2.090
N -0.778 2.820 2.766
C 1.915 2.886 -3.223
H -5.903 -1.092 -2.963
C 3.866 -0.924 -2.093
H -4.589 4.691 2.360
H 4.937 3.074 3.101
C 5.161 -0.470 -2.281
C 4.033 1.134 2.859
C 0.666 -4.397 -1.622
H -1.318 -3.435 4.388
O -1.414 -0.599 1.848
O 0.950 -0.132 0.066
C -1.881 -3.049 3.536
H 0.055 -5.008 -2.275
C 3.420 0.939 -0.651
H 5.834 -1.021 -2.927
H 2.727 1.512 -0.050
H 2.798 -0.596 2.639
C -5.078 -0.663 -2.408
C -5.048 -0.752 -1.017
N -1.787 3.639 3.200
C -6.090 -1.430 -0.298
S 1.068 3.689 -0.249
C 2.227 -2.827 0.019
C -0.485 3.170 -3.819
O -1.716 -2.077 0.201
H -3.419 -4.588 3.866
N -3.908 4.369 3.026
H 0.428 4.031 3.885
H 0.076 -2.680 2.628
H -3.618 -3.646 2.387
C 1.423 -4.996 -0.624
H -1.748 3.833 -0.866
O 1.063 -0.610 -3.433
C -2.881 -4.099 3.055
C -1.679 3.737 -3.048
H -2.546 -5.665 1.556
H -3.935 -0.206 0.755
C -2.989 0.477 -2.273
C 2.794 3.142 3.162
C 2.813 0.484 2.777
C -4.033 -0.026 -3.045
H 0.128 -2.563 -2.603
C 2.203 -4.202 0.206
C 0.752 -0.126 -2.334
C 0.152 3.565 -1.644
H -1.583 -3.054 0.174
S -3.197 2.873 0.960
H 2.289 3.333 -4.147
H -1.469 -5.737 2.961
C 1.480 -2.215 -0.986
C 1.543 -0.692 -1.100
H 2.599 3.110 -2.409
C 4.718 1.394 -0.840
N -1.195 3.614 -1.685
C 0.351 3.133 3.267
H -3.608 5.036 3.721
*
```


Record 2
This record from the Open Molecules 2025 dataset describes a molecular structure, C36H40CsN4O5S6. The level of theory is ωB97M-V/def2-TZVPD.

* LUMO: 1.5783 eV
* HOMO energy: -3.185 eV
* M: 934.0 Da
* frontier orbital gap: 0.175 Eh
* energy relative to the best compared isomer or geometry (same formula, charge and spin): 0.827 eV

```
! RIJCOSX wB97M-V def2-TZVPD def2/J DEFGRID3
* xyz -1 1
C -3.712 -0.508 4.807
C 4.991 -3.028 -0.733
C -1.508 -3.223 3.552
H -6.352 6.499 3.920
N -1.826 1.385 2.241
C -0.158 -2.270 1.838
H -2.934 -1.282 -2.890
H 4.151 -3.998 -3.906
S 0.182 -5.933 3.558
C 3.615 2.701 1.357
C 1.652 2.633 -4.234
C -2.010 -0.807 -2.552
C 1.750 -3.163 -3.489
H -2.107 2.001 -3.185
C 0.890 4.667 -2.432
C -2.357 2.576 2.374
H 0.786 -3.300 -3.007
H 2.802 -1.183 0.730
C -3.384 2.890 3.289
H -1.838 -4.051 4.172
O 4.080 3.176 2.396
S 0.394 0.356 -3.349
S 1.902 3.173 -2.524
C 0.175 -4.667 2.383
C 5.074 -3.910 -1.958
C -0.631 4.520 -2.483
H -0.487 2.305 -4.444
H -1.756 0.305 -4.399
Cs 0.953 1.112 0.237
H 3.100 -2.704 1.682
H 2.563 2.080 -4.471
C -0.519 -3.395 2.616
H 1.479 -7.900 2.927
H 1.017 -4.386 0.420
S -3.007 5.629 2.951
H 1.623 3.500 -4.899
H 1.886 -3.933 -4.251
C -2.895 3.161 -1.559
H -3.472 -2.552 5.304
C 1.469 -6.324 1.398
H -1.963 3.352 1.721
O 3.594 0.708 -0.089
S -2.388 0.491 -1.343
C -1.678 -0.922 2.887
H 6.103 -3.946 -2.319
H 4.494 -2.358 -3.341
C -3.947 4.244 3.359
H -3.825 1.711 -2.862
H 1.195 5.113 -1.482
H 1.198 5.352 -3.226
N 3.613 -2.717 -0.383
N -0.713 -1.089 1.966
C -2.851 1.884 -2.396
H 0.615 -2.346 1.080
H 0.520 1.357 -5.541
C -4.300 6.690 3.290
O 2.659 3.175 0.661
C -3.286 0.588 3.982
C -2.274 0.391 3.029
H 4.401 -1.580 1.164
C 4.155 -3.354 -3.023
H -4.175 7.754 3.178
C 2.568 -2.768 -1.243
H -3.487 3.005 -0.654
C -3.834 1.874 4.097
H -4.492 -0.333 5.539
C 4.254 1.316 0.818
H -0.932 3.938 -3.354
C -2.114 -1.968 3.712
N 2.802 -3.304 -2.502
C 0.894 -5.030 1.283
O 5.314 0.924 1.322
H -1.075 5.515 -2.578
H -3.382 3.960 -2.122
H -5.978 3.896 3.984
H -1.031 -1.291 -4.387
C 3.447 -2.032 0.893
S -1.279 3.734 -0.986
C -3.152 -1.728 4.678
C -5.418 6.015 3.675
O 1.421 -2.418 -0.924
H 5.532 -2.088 -0.892
C 1.169 -6.928 2.578
H 2.083 -6.779 0.633
H -1.451 -1.545 -1.971
C -1.195 -0.398 -3.780
H 5.453 -3.520 0.126
H 1.760 -2.179 -3.967
H -4.599 2.062 4.842
C -5.211 4.611 3.720
C 0.444 1.739 -4.519
H 4.761 -4.929 -1.716
*
```


Record 3
This record from the Open Molecules 2025 dataset describes a molecular structure, C36H40F10N12ORbS3Se at a distorted geometry. The level of theory is ωB97M-V/def2-TZVPD.

* LUMO: 0.5366 eV
* HOMO energy: -3.673 eV
* M: 1107.4 Da
* frontier orbital gap: 0.155 Eh
* energy relative to the best compared isomer or geometry (same formula, charge and spin): 0.000 eV

```
! RIJCOSX wB97M-V def2-TZVPD def2/J DEFGRID3
* xyz -1 1
C 0.761 5.381 3.007
C 4.470 -1.199 -0.452
H 1.319 5.914 3.778
C -2.329 -3.106 3.505
C -2.216 -4.471 3.519
H -4.091 0.719 -2.765
H 2.136 0.348 -3.382
C -3.999 0.128 -0.166
C 3.704 -0.693 -2.492
H 1.859 -6.015 -1.581
C -3.133 0.335 -2.383
H 0.188 3.903 4.455
S 5.265 -1.456 -2.842
C -0.936 -5.054 3.384
H -0.992 -1.078 -5.523
H -2.234 2.804 2.773
C 0.821 4.271 -1.465
C -1.218 -2.577 -3.306
C 2.324 -5.198 -2.155
F -6.694 1.076 2.991
N -0.538 1.061 1.509
C -4.185 -0.664 1.030
H 1.783 -4.976 -3.073
H 2.891 -1.684 4.891
C 0.063 5.258 -2.065
H 3.002 -3.557 1.014
C 4.472 -1.031 0.966
F -1.271 5.863 -3.897
H 3.314 -5.497 -2.502
C -1.947 3.929 0.974
C 1.687 1.503 2.237
N 2.946 -0.267 -3.524
F -5.275 -1.229 3.042
Se 1.077 -6.452 2.866
F -3.482 -1.838 1.116
C 5.497 -1.710 -1.189
H 4.293 -4.352 0.122
N 1.366 -4.745 2.994
N -1.293 -1.142 -3.432
C -1.551 3.552 2.423
C 0.644 3.880 3.448
N 0.086 -2.828 3.349
H -1.719 -3.108 -4.146
F -4.752 2.190 -1.197
N -0.182 3.097 2.606
C -0.429 3.639 -3.805
H 6.508 -0.327 1.270
S 5.160 -0.584 3.388
N -0.683 -6.358 3.241
C -0.549 4.895 -3.259
F 1.604 2.081 -1.190
H -0.235 5.863 2.876
H 1.914 1.312 3.312
C 0.223 -4.170 3.227
F 1.530 4.539 -0.329
C -5.813 1.547 0.798
C 0.336 2.584 -3.191
H -3.055 -5.145 3.619
S 2.410 -3.713 -1.202
H 1.610 3.439 3.457
C 0.938 3.012 -1.941
H -1.702 -2.910 -2.385
H 0.475 -1.182 -4.474
H 2.270 2.271 1.796
H 1.308 5.518 2.041
C -4.865 1.284 -0.156
C 0.201 1.909 2.108
C -0.295 0.856 -4.703
C 3.238 -4.294 0.277
F -6.551 2.682 0.701
Rb 0.056 -0.756 -0.619
H 6.399 -2.153 -0.801
H 3.486 -0.102 -4.342
H -3.029 4.212 0.974
H -1.933 3.100 0.249
C -0.517 -0.693 -4.602
N 2.633 -1.402 3.959
H 1.793 0.553 1.700
H 2.854 -5.233 0.632
F -0.159 6.492 -1.516
C -5.936 0.753 1.907
N -3.142 -0.294 -1.060
H -2.405 1.177 -2.436
H -2.909 -0.381 -4.454
H -1.405 4.754 0.526
H -1.319 1.244 -4.644
H 0.044 1.077 -5.727
H -1.475 1.359 1.259
F -1.121 3.477 -4.976
C 3.565 -1.183 2.997
H -1.164 -1.255 3.531
C 5.550 -0.639 1.686
N 3.446 -0.629 -1.232
C -2.715 -0.721 -3.445
H 1.772 -1.837 3.616
H -0.185 -2.970 -3.231
C -5.133 -0.404 1.967
O 0.975 -3.491 -0.824
C -1.089 -2.316 3.443
N 3.341 -1.332 1.736
H -3.347 -1.584 -3.329
H -1.705 4.374 3.089
H -3.246 -2.595 3.643
N 0.543 1.363 -3.614
*
```


Among the records above, which one has the highest HOMO energy?
C36H40CsN4O5S6


Look up the HOMO energy of the second one.
-3.185 eV


What did the second record say?
This record from the Open Molecules 2025 dataset describes a molecular structure, C36H40CsN4O5S6. The level of theory is ωB97M-V/def2-TZVPD.

* LUMO: 1.5783 eV
* HOMO energy: -3.185 eV
* M: 934.0 Da
* frontier orbital gap: 0.175 Eh
* energy relative to the best compared isomer or geometry (same formula, charge and spin): 0.827 eV

```
! RIJCOSX wB97M-V def2-TZVPD def2/J DEFGRID3
* xyz -1 1
C -3.712 -0.508 4.807
C 4.991 -3.028 -0.733
C -1.508 -3.223 3.552
H -6.352 6.499 3.920
N -1.826 1.385 2.241
C -0.158 -2.270 1.838
H -2.934 -1.282 -2.890
H 4.151 -3.998 -3.906
S 0.182 -5.933 3.558
C 3.615 2.701 1.357
C 1.652 2.633 -4.234
C -2.010 -0.807 -2.552
C 1.750 -3.163 -3.489
H -2.107 2.001 -3.185
C 0.890 4.667 -2.432
C -2.357 2.576 2.374
H 0.786 -3.300 -3.007
H 2.802 -1.183 0.730
C -3.384 2.890 3.289
H -1.838 -4.051 4.172
O 4.080 3.176 2.396
S 0.394 0.356 -3.349
S 1.902 3.173 -2.524
C 0.175 -4.667 2.383
C 5.074 -3.910 -1.958
C -0.631 4.520 -2.483
H -0.487 2.305 -4.444
H -1.756 0.305 -4.399
Cs 0.953 1.112 0.237
H 3.100 -2.704 1.682
H 2.563 2.080 -4.471
C -0.519 -3.395 2.616
H 1.479 -7.900 2.927
H 1.017 -4.386 0.420
S -3.007 5.629 2.951
H 1.623 3.500 -4.899
H 1.886 -3.933 -4.251
C -2.895 3.161 -1.559
H -3.472 -2.552 5.304
C 1.469 -6.324 1.398
H -1.963 3.352 1.721
O 3.594 0.708 -0.089
S -2.388 0.491 -1.343
C -1.678 -0.922 2.887
H 6.103 -3.946 -2.319
H 4.494 -2.358 -3.341
C -3.947 4.244 3.359
H -3.825 1.711 -2.862
H 1.195 5.113 -1.482
H 1.198 5.352 -3.226
N 3.613 -2.717 -0.383
N -0.713 -1.089 1.966
C -2.851 1.884 -2.396
H 0.615 -2.346 1.080
H 0.520 1.357 -5.541
C -4.300 6.690 3.290
O 2.659 3.175 0.661
C -3.286 0.588 3.982
C -2.274 0.391 3.029
H 4.401 -1.580 1.164
C 4.155 -3.354 -3.023
H -4.175 7.754 3.178
C 2.568 -2.768 -1.243
H -3.487 3.005 -0.654
C -3.834 1.874 4.097
H -4.492 -0.333 5.539
C 4.254 1.316 0.818
H -0.932 3.938 -3.354
C -2.114 -1.968 3.712
N 2.802 -3.304 -2.502
C 0.894 -5.030 1.283
O 5.314 0.924 1.322
H -1.075 5.515 -2.578
H -3.382 3.960 -2.122
H -5.978 3.896 3.984
H -1.031 -1.291 -4.387
C 3.447 -2.032 0.893
S -1.279 3.734 -0.986
C -3.152 -1.728 4.678
C -5.418 6.015 3.675
O 1.421 -2.418 -0.924
H 5.532 -2.088 -0.892
C 1.169 -6.928 2.578
H 2.083 -6.779 0.633
H -1.451 -1.545 -1.971
C -1.195 -0.398 -3.780
H 5.453 -3.520 0.126
H 1.760 -2.179 -3.967
H -4.599 2.062 4.842
C -5.211 4.611 3.720
C 0.444 1.739 -4.519
H 4.761 -4.929 -1.716
*
```